This record from the OMol25 dataset describes a structure of composition C53H51F3MoN2OPSi. The level of theory is wB97M-V/def2-TZVPD.

The geometry in XYZ format:
```
113
Properties=species:S:1:pos:R:3:lowdin_spin:R:1
Mo -1.03 -0.84 -0.71 1.284
C -2.62 -3.96 0.39 0.000
C -2.47 -2.96 -0.71 0.003
C -1.48 -3.10 -1.68 0.028
C -1.43 -2.23 -2.80 0.018
C -0.39 -2.43 -3.87 0.002
C -2.32 -1.18 -2.85 0.011
C -3.33 -0.98 -1.87 0.018
C -4.31 0.14 -2.02 0.003
C -3.38 -1.87 -0.80 0.013
H -3.07 -3.52 1.28 0.000
H -1.65 -4.39 0.66 0.000
H -3.26 -4.77 0.04 0.000
H -0.76 -3.90 -1.59 0.001
H -0.88 -2.72 -4.80 0.000
H 0.30 -3.21 -3.58 0.001
H 0.17 -1.51 -4.04 0.000
H -2.23 -0.44 -3.65 0.000
H -4.96 -0.06 -2.87 0.001
H -3.78 1.08 -2.22 0.000
H -4.91 0.27 -1.13 0.000
H -4.12 -1.73 -0.02 0.002
F -2.05 -2.84 8.60 0.001
C -0.84 -2.95 8.03 0.001
F -0.03 -2.08 8.65 0.001
F -0.39 -4.18 8.30 0.000
C -0.91 -2.68 6.55 0.010
C -1.44 -1.46 6.13 -0.002
C -1.52 -1.18 4.78 0.012
C -1.05 -2.11 3.85 0.009
C -0.51 -3.32 4.28 0.012
C -0.45 -3.61 5.63 -0.001
C -1.09 -1.81 2.46 0.077
C -1.09 -1.47 1.28 -0.006
H -1.79 -0.74 6.86 0.000
H -1.92 -0.23 4.44 0.001
H -0.14 -4.04 3.55 0.001
H -0.04 -4.55 5.97 0.000
N -0.08 0.95 1.77 0.034
C -0.46 0.14 0.97 -0.001
H 0.25 1.85 1.40 0.000
N 0.83 -1.15 -1.11 0.259
P 2.34 -1.32 -0.71 0.078
C 3.38 -0.30 -1.78 0.010
C 2.76 0.52 -2.72 0.004
C 3.53 1.29 -3.58 0.000
C 4.92 1.24 -3.50 0.000
C 5.53 0.41 -2.57 0.001
C 4.77 -0.36 -1.71 0.001
C 2.98 -2.99 -0.97 0.007
C 3.63 -3.75 0.00 0.001
C 4.09 -5.02 -0.30 0.000
C 3.92 -5.55 -1.57 0.001
C 3.30 -4.79 -2.55 0.000
C 2.83 -3.52 -2.25 0.002
C 2.70 -0.87 1.00 0.011
C 3.36 0.32 1.30 0.004
C 3.50 0.73 2.62 0.000
C 2.99 -0.06 3.64 0.001
C 2.34 -1.25 3.35 0.001
C 2.19 -1.65 2.03 0.004
H 1.68 0.55 -2.75 0.002
H 3.05 1.93 -4.31 0.000
H 5.52 1.84 -4.17 0.000
H 6.61 0.37 -2.51 0.000
H 5.25 -1.02 -1.00 0.000
H 3.79 -3.34 0.99 0.000
H 4.60 -5.60 0.47 0.000
H 4.29 -6.54 -1.80 0.000
H 3.19 -5.19 -3.55 0.000
H 2.38 -2.92 -3.03 0.001
H 3.76 0.94 0.50 0.000
H 4.00 1.66 2.84 0.000
H 3.11 0.26 4.67 0.000
H 1.95 -1.86 4.15 0.000
H 1.66 -2.57 1.81 0.000
C -0.12 2.84 -3.69 0.000
C -1.33 3.41 -2.93 -0.001
C -2.59 3.07 -3.72 0.000
C -1.15 4.93 -2.85 0.000
Si -1.36 2.62 -1.21 0.008
O -1.14 1.02 -1.40 0.056
C -2.98 2.91 -0.29 0.002
C -3.82 4.00 -0.52 0.001
C -5.01 4.16 0.19 0.000
C -5.38 3.23 1.15 0.000
C -4.56 2.14 1.40 0.001
C -3.38 1.99 0.69 0.003
C 0.04 3.37 -0.21 0.001
C 1.37 3.02 -0.48 0.000
C 2.42 3.66 0.15 0.000
C 2.17 4.65 1.09 0.000
C 0.86 4.99 1.41 0.000
C -0.19 4.35 0.76 0.000
H -0.08 3.26 -4.70 0.000
H -0.19 1.75 -3.78 0.000
H 0.82 3.08 -3.19 0.000
H -2.57 3.55 -4.70 0.000
H -3.50 3.39 -3.22 0.000
H -2.67 1.99 -3.90 0.000
H -1.07 5.34 -3.87 0.000
H -0.25 5.21 -2.31 0.000
H -2.00 5.43 -2.38 0.000
H -3.56 4.74 -1.26 0.000
H -5.65 5.01 -0.01 0.000
H -6.30 3.35 1.70 0.000
H -4.83 1.41 2.15 0.000
H -2.75 1.13 0.90 0.004
H 1.58 2.23 -1.20 0.000
H 3.45 3.40 -0.10 0.000
H 2.99 5.15 1.58 0.000
H 0.66 5.75 2.15 0.000
H -1.21 4.63 1.00 0.000
```

## Properties
- Net charge: +1
- HOMO level (spin up / spin down): -9.442 / -10.969 eV
- HOMO-LUMO gap (spin up / spin down): 0.242 / 0.273 Eh
- F_max: 0.01553 Eh/bohr
- 2S+1: 3



This record from the OMol25 dataset describes a cluster of 5 separate species, CH12NO4 in total. The level of theory is wB97M-V/def2-TZVPD.

The geometry in XYZ format:
```
18
Properties=species:S:1:pos:R:3:nbo_charge:R:1
C -0.77 -2.46 -0.48 0.138
N -0.73 -1.91 -1.62 -0.566
H -1.19 -3.46 -0.48 0.234
H -0.41 -1.83 0.33 0.254
H -0.38 -1.01 -1.98 0.484
H -1.07 -2.47 -2.40 0.417
H 0.45 3.25 1.71 0.473
H 1.69 2.66 1.01 0.475
O 0.98 3.31 0.90 -0.934
H -0.94 1.37 -2.89 0.503
H -0.99 1.10 -1.32 0.512
O -0.78 0.75 -2.20 -1.006
H 2.94 -1.36 2.30 0.484
H 1.64 -0.79 2.93 0.476
O 1.98 -1.44 2.31 -0.959
H -0.10 1.58 0.31 0.498
H -1.38 1.61 1.14 0.495
O -0.93 1.11 0.44 -0.979
```

## Properties
- Net charge: +1
- HOMO level: -14.780 eV
- HOMO-LUMO gap: 0.371 Eh
- F_max: 0.03910 Eh/bohr



This record from the OMol25 dataset describes a cluster of 2 separate species, C3H13N3 in total. The level of theory is wB97M-V/def2-TZVPD.

The geometry in XYZ format:
```
19
Properties=species:S:1:pos:R:3:nbo_charge:R:1
C -1.60 0.50 -0.68 -0.413
N -0.65 0.50 -1.76 -0.642
C -0.11 1.79 -2.07 -0.408
H -2.00 -0.51 -0.50 0.200
H -1.09 0.80 0.24 0.191
H -2.45 1.19 -0.78 0.161
H -0.85 -0.04 -2.58 0.364
H -0.83 2.55 -2.39 0.160
H 0.66 1.66 -2.84 0.199
H 0.33 2.21 -1.16 0.188
N 1.56 -0.13 2.20 -0.848
C 0.55 -1.12 1.91 -0.045
N 0.93 -2.05 0.86 -0.871
H 2.11 -0.36 3.02 0.363
H 2.15 -0.04 1.39 0.361
H 0.37 -1.79 2.76 0.174
H -0.39 -0.62 1.66 0.143
H 0.38 -2.89 0.77 0.362
H 0.96 -1.66 -0.07 0.359
```

## Properties
- Net charge: 0
- HOMO level: -8.590 eV
- HOMO-LUMO gap: 0.356 Eh
- Structure (SMILES): CNC.NCN
- F_max: 0.02274 Eh/bohr